Entry 1:
This record from the Open Molecules 2025 dataset describes an isolated ion of composition C4H6NO and charge +1 in a non-equilibrium geometry. The level of theory is the ωB97M-V functional and the def2-TZVPD basis.

Each line ends with the natural charge from an NBO analysis.
Positions of all 12 atoms, in Å:
O: 0.012 0.103 -2.219  -0.43
C: -1.099 0.047 -1.692  0.33
C: -1.108 -0.039 -0.189  0.18
N: -0.010 -0.022 0.364  -0.17
C: 1.366 -0.079 0.210  -0.16
C: 0.704 -0.063 1.596  -0.23
H: -1.990 0.233 -2.305  0.20
H: -2.036 0.012 0.330  0.24
H: 1.552 0.783 -0.283  0.26
H: 1.651 -0.971 -0.117  0.25
H: 0.692 0.917 2.164  0.27
H: 0.265 -0.921 2.140  0.27

Properties
Multiplicity: 1
LUMO level: -6.2 eV
SMILES: O=CC=[N+]1CC1
Total charge: +1
E_tot: -285.62055 hartree
HOMO: -15.6 eV
Energy relative to the best compared isomer or geometry (same formula, charge and spin): 63.79 kcal per mole
F_max: 0.082 Eh/bohr
Orbital gap: 9.419 eV

---

Entry 2:
This record from the Open Molecules 2025 dataset describes an isolated ion of composition C4H6NO2 and charge +1 in a non-equilibrium geometry. The level of theory is the ωB97M-V functional and the def2-TZVPD basis.

Each line ends with the natural charge from an NBO analysis.
Positions of all 13 atoms, in Å:
C: -1.426 -0.193 -0.014  -0.38
C: -0.419 0.709 -0.035  0.26
O: -0.259 1.998 0.045  -0.64
C: 0.982 0.108 0.023  0.32
N: 1.104 -1.196 0.005  -0.59
C: 2.389 0.783 -0.063  0.39
O: 3.329 0.047 0.047  -0.40
H: -2.407 0.144 -0.223  0.24
H: -1.366 -1.161 0.322  0.22
H: -1.069 2.468 0.382  0.53
H: 1.952 -1.709 0.065  0.44
H: 0.431 -1.928 -0.119  0.43
H: 2.324 1.824 -0.145  0.18

Properties
Multiplicity: 1
LUMO level (spin up / spin down): -6.5 / -6.5 eV
SMILES: C=C(O)C(=[NH2+])C=O
Total charge: +1
E_tot: -360.90972 hartree
HOMO (spin up / spin down): -14.5 / -14.5 eV
Energy relative to the best compared isomer or geometry (same formula, charge and spin): 40.30 kcal per mole
F_max: 0.091 Eh/bohr
Orbital gap (spin up / spin down): 7.976 / 7.975 eV

---

Entry 3:
This record from the Open Molecules 2025 dataset describes an isolated ion of composition C4H6NO2S and charge -1 in a non-equilibrium geometry. The level of theory is the ωB97M-V functional and the def2-TZVPD basis.

Each line ends with the natural charge from an NBO analysis.
Positions of all 14 atoms, in Å:
O: 2.912 1.483 0.030  -0.70
C: 3.614 0.549 -0.224  0.86
O: 4.565 0.253 -0.884  -0.68
S: 2.725 -1.314 0.618  -0.15
N: 1.009 -1.135 0.360  -0.58
C: 0.440 -0.858 -0.915  -0.22
C: -0.195 0.380 -0.331  -0.43
C: 0.348 -0.085 1.042  -0.20
H: -0.136 -1.669 -1.451  0.17
H: 1.177 -0.506 -1.678  0.18
H: -0.039 1.483 -0.649  0.22
H: -1.279 0.263 -0.624  0.17
H: 0.863 0.747 1.620  0.21
H: -0.470 -0.501 1.812  0.14

Properties
Multiplicity: 1
LUMO level: 3.9 eV
SMILES: O=C([O-])SN1CCC1
Total charge: -1
E_tot: -759.42975 hartree
HOMO: -3.2 eV
Energy relative to the best compared isomer or geometry (same formula, charge and spin): 46.38 kcal per mole
F_max: 0.082 Eh/bohr
Orbital gap: 7.111 eV

---

Entry 4:
This record from the Open Molecules 2025 dataset describes a 2-piece molecular cluster, C4H6NOS overall in a non-equilibrium geometry. The level of theory is the ωB97M-V functional and the def2-TZVPD basis.

Each line ends with the Löwdin spin population.
Positions of all 13 atoms, in Å:
C: -0.657 -0.435 -0.414  0.29
C: -0.292 -0.687 -1.654  0.38
C: 0.109 -2.356 0.159  0.66
C: 0.688 2.756 0.876  0.00
N: -0.324 -1.190 0.577  0.21
O: 0.652 1.573 0.735  0.01
S: 0.295 -2.434 -1.632  0.40
H: -1.263 0.384 -0.136  0.01
H: -0.287 -0.227 -2.605  0.01
H: 0.525 -3.178 0.723  0.03
H: -0.131 3.241 1.434  0.00
H: -0.647 -0.898 1.512  0.00
H: 1.332 3.451 0.425  0.00

Properties
Multiplicity: 3
<S²>: 2.008
LUMO level (spin up / spin down): -3.5 / -8.0 eV
Total charge: +1
E_tot: -683.75429 hartree
HOMO (spin up / spin down): -11.3 / -14.0 eV
Energy relative to the best compared isomer or geometry (same formula, charge and spin): 25.99 kcal per mole
F_max: 0.132 Eh/bohr
Orbital gap (spin up / spin down): 7.807 / 6.043 eV

---

Entry 5:
This record from the Open Molecules 2025 dataset describes one molecule with the formula C4H6NP in a non-equilibrium geometry. The level of theory is the ωB97M-V functional and the def2-TZVPD basis.

Each line ends with the natural charge from an NBO analysis.
Positions of all 12 atoms, in Å:
N: -1.949 0.557 0.299  -0.84
C: -0.605 0.151 0.150  0.16
C: -0.129 -1.196 0.194  -0.27
C: 1.202 -1.299 -0.158  -0.45
P: 2.011 0.321 0.188  0.61
C: 0.469 1.112 -0.083  -0.61
H: -2.584 0.320 -0.457  0.38
H: -2.022 1.545 0.635  0.38
H: -0.871 -1.916 0.507  0.22
H: 1.898 -2.125 -0.168  0.22
H: 2.334 0.407 -1.104  -0.02
H: 0.245 2.123 -0.003  0.21

Properties
Multiplicity: 1
LUMO level: 0.6 eV
SMILES: NC1=CC=[PH]=C1
E_tot: -552.04659 hartree
HOMO: -8.0 eV
Energy relative to the best compared isomer or geometry (same formula, charge and spin): 27.48 kcal per mole
F_max: 0.098 Eh/bohr
Orbital gap: 8.659 eV

---

Entry 6:
This record from the Open Molecules 2025 dataset describes C4H6NiO2 as an isolated structure in a non-equilibrium geometry. The level of theory is the ωB97M-V functional and the def2-TZVPD basis.

Each line ends with the Löwdin spin population.
Positions of all 13 atoms, in Å:
O: -0.128 -2.269 -2.043  0.15
C: 0.425 -1.440 -1.184  0.33
C: -0.242 -0.527 -0.403  0.41
C: 0.302 0.074 0.807  0.10
C: -0.088 1.468 1.312  0.03
O: -1.053 2.100 0.532  0.33
Ni: -0.955 1.385 -1.164  1.55
H: -0.884 -1.878 -2.504  0.01
H: 1.519 -1.441 -1.248  0.01
H: 1.357 -0.179 0.991  0.01
H: -0.630 -0.715 1.166  0.05
H: 0.837 2.070 1.390  0.02
H: -0.461 1.352 2.348  0.01

Properties
Multiplicity: 4
<S²>: 3.773
LUMO level (spin up / spin down): -5.7 / -6.5 eV
Total charge: +1
E_tot: -1814.31359 hartree
HOMO (spin up / spin down): -13.4 / -14.4 eV
Energy relative to the best compared isomer or geometry (same formula, charge and spin): 0.00 kcal per mole
F_max: 0.065 Eh/bohr
Orbital gap (spin up / spin down): 7.750 / 7.971 eV

---

Entry 7:
This record from the Open Molecules 2025 dataset describes one molecule with the formula C4H6O. The level of theory is the ωB97M-V functional and the def2-TZVPD basis.

Each line ends with the natural charge from an NBO analysis.
Positions of all 11 atoms, in Å:
O: -2.354 0.058 -0.064  -0.51
C: -1.154 0.025 -0.057  0.62
C: -0.067 1.097 -0.149  -0.53
C: 0.981 -0.013 0.123  -0.40
C: -0.126 -1.098 0.089  -0.53
H: -0.014 1.555 -1.143  0.24
H: -0.153 1.893 0.597  0.23
H: 1.491 0.084 1.084  0.21
H: 1.737 -0.123 -0.657  0.21
H: -0.256 -1.735 0.968  0.23
H: -0.084 -1.743 -0.792  0.23

Properties
Multiplicity: 1
LUMO level: 1.1 eV
SMILES: O=C1CCC1
E_tot: -231.22176 hartree
HOMO: -9.6 eV
Energy relative to the best compared isomer or geometry (same formula, charge and spin): 1.23 kcal per mole
F_max: 0.010 Eh/bohr
Orbital gap: 10.609 eV

---

Entry 8:
This record from the Open Molecules 2025 dataset describes C4H6O as an isolated structure. The level of theory is the ωB97M-V functional and the def2-TZVPD basis.

Each line ends with the natural charge from an NBO analysis.
Positions of all 11 atoms, in Å:
C: 1.203 0.360 0.245  -0.63
C: -0.482 0.060 0.963  -0.17
C: -1.378 0.281 -0.272  -0.16
O: -0.762 -0.842 -0.998  -0.51
C: 0.026 -0.952 0.122  0.11
H: 1.890 0.154 1.062  0.24
H: 1.658 0.117 -0.724  0.24
H: 0.956 1.420 0.220  0.27
H: -1.313 1.211 -0.841  0.19
H: -2.421 0.046 -0.038  0.21
H: 0.622 -1.854 0.262  0.22

Properties
Multiplicity: 1
LUMO level: 1.0 eV
E_tot: -231.06421 hartree
HOMO: -8.7 eV
Energy relative to the best compared isomer or geometry (same formula, charge and spin): 100.09 kcal per mole
F_max: 0.008 Eh/bohr
Orbital gap: 9.659 eV

---

Entry 9:
This record from the Open Molecules 2025 dataset describes a 2-piece molecular cluster, C4H6O overall. The level of theory is the ωB97M-V functional and the def2-TZVPD basis.

Each line ends with the natural charge from an NBO analysis.
Positions of all 11 atoms, in Å:
C: 1.348 1.053 -0.218  -0.30
C: 1.091 -0.120 -0.118  0.04
C: 0.727 -1.530 0.028  -0.70
H: 1.593 2.090 -0.295  0.24
H: -0.285 -1.609 0.440  0.26
H: 0.740 -2.041 -0.940  0.24
H: 1.425 -2.034 0.699  0.24
C: -1.654 1.037 0.100  0.29
O: -2.124 -0.071 0.177  -0.53
H: -1.343 1.611 0.993  0.11
H: -1.514 1.552 -0.870  0.11

Properties
Multiplicity: 1
LUMO level: 1.0 eV
SMILES: C#CC.C=O
E_tot: -231.15167 hartree
HOMO: -10.0 eV
Energy relative to the best compared isomer or geometry (same formula, charge and spin): 45.21 kcal per mole
F_max: 0.010 Eh/bohr
Orbital gap: 11.000 eV

---

Entry 10:
This record from the Open Molecules 2025 dataset describes one molecule with the formula C4H6O in a non-equilibrium geometry. The level of theory is the ωB97M-V functional and the def2-TZVPD basis.

Each line ends with the natural charge from an NBO analysis.
Positions of all 11 atoms, in Å:
C: -0.439 1.914 -1.353  -0.52
C: -0.417 0.717 -0.769  0.10
C: -0.356 -0.467 -0.251  -0.29
C: 0.727 -0.866 0.935  -0.03
O: 0.396 -2.109 1.444  -0.69
H: -1.113 2.660 -0.888  0.21
H: 0.068 2.508 -2.044  0.23
H: -0.887 -1.074 -0.609  0.18
H: 1.611 -1.138 0.124  0.19
H: 0.734 -0.095 1.488  0.16
H: -0.324 -2.049 1.923  0.46

Properties
Multiplicity: 1
LUMO level: 0.9 eV
SMILES: C=C=CCO
E_tot: -231.06279 hartree
HOMO: -9.5 eV
Energy relative to the best compared isomer or geometry (same formula, charge and spin): 100.99 kcal per mole
F_max: 0.263 Eh/bohr
Orbital gap: 10.330 eV

---

Entry 11:
This record from the Open Molecules 2025 dataset describes one molecule with the formula C4H6O in a non-equilibrium geometry. The level of theory is the ωB97M-V functional and the def2-TZVPD basis.

Each line ends with the natural charge from an NBO analysis.
Positions of all 11 atoms, in Å:
C: 0.118 1.559 0.026  -0.27
C: 0.131 0.176 -0.110  -0.14
C: -1.111 -0.750 -0.027  -0.65
C: 1.317 -0.594 -0.001  0.37
O: 2.507 -0.171 -0.051  -0.52
H: 1.015 2.108 -0.024  0.21
H: -0.755 2.245 -0.044  0.20
H: -1.127 -1.149 1.041  0.22
H: -1.992 -0.206 -0.201  0.22
H: -1.246 -1.594 -0.795  0.23
H: 1.142 -1.624 0.187  0.12

Properties
Multiplicity: 1
LUMO level: -0.3 eV
SMILES: C=C(C)C=O
E_tot: -231.18819 hartree
HOMO: -10.0 eV
Energy relative to the best compared isomer or geometry (same formula, charge and spin): 22.30 kcal per mole
F_max: 0.113 Eh/bohr
Orbital gap: 9.682 eV

---

Entry 12:
This record from the Open Molecules 2025 dataset describes a 2-piece molecular cluster, C4H6O overall. The level of theory is the ωB97M-V functional and the def2-TZVPD basis.

Each line ends with the natural charge from an NBO analysis.
Positions of all 11 atoms, in Å:
C: 1.091 -0.608 -0.912  -0.53
C: -0.062 -0.046 -1.151  0.11
C: -1.243 0.488 -1.181  -0.50
H: 1.992 -0.009 -0.849  0.22
H: 1.211 -1.685 -0.897  0.23
H: -1.680 0.654 -0.191  0.26
H: -1.795 0.734 -2.077  0.23
C: 0.130 0.111 1.788  0.28
O: -1.066 0.262 1.866  -0.53
H: 0.802 0.954 1.605  0.11
H: 0.621 -0.856 1.996  0.11

Properties
Multiplicity: 1
LUMO level: 1.0 eV
SMILES: C=C=C.C=O
E_tot: -231.14853 hartree
HOMO: -10.0 eV
Energy relative to the best compared isomer or geometry (same formula, charge and spin): 47.18 kcal per mole
F_max: 0.016 Eh/bohr
Orbital gap: 11.007 eV

---

- Which formula does entry 10 have?
  C4H6O

---

Copy entry 3 word for word.
This record from the Open Molecules 2025 dataset describes an isolated ion of composition C4H6NO2S and charge -1 in a non-equilibrium geometry. The level of theory is the ωB97M-V functional and the def2-TZVPD basis.

Each line ends with the natural charge from an NBO analysis.
Positions of all 14 atoms, in Å:
O: 2.912 1.483 0.030  -0.70
C: 3.614 0.549 -0.224  0.86
O: 4.565 0.253 -0.884  -0.68
S: 2.725 -1.314 0.618  -0.15
N: 1.009 -1.135 0.360  -0.58
C: 0.440 -0.858 -0.915  -0.22
C: -0.195 0.380 -0.331  -0.43
C: 0.348 -0.085 1.042  -0.20
H: -0.136 -1.669 -1.451  0.17
H: 1.177 -0.506 -1.678  0.18
H: -0.039 1.483 -0.649  0.22
H: -1.279 0.263 -0.624  0.17
H: 0.863 0.747 1.620  0.21
H: -0.470 -0.501 1.812  0.14

Properties
Multiplicity: 1
LUMO level: 3.9 eV
SMILES: O=C([O-])SN1CCC1
Total charge: -1
E_tot: -759.42975 hartree
HOMO: -3.2 eV
Energy relative to the best compared isomer or geometry (same formula, charge and spin): 46.38 kcal per mole
F_max: 0.082 Eh/bohr
Orbital gap: 7.111 eV

---

- Which formula does entry 8 have?
  C4H6O

---

- energy relative to the best compared isomer or geometry (same formula, charge and spin) of number 12 (C4H6O)?
  47.18 kcal per mole